Entry 1:
Below is C37H54N3OP2Pt as an isolated structure in a non-equilibrium geometry, with properties calculated with the ωB97M-V functional and the def2-TZVPD basis.

Structure (XYZ):
```
98
Properties=species:S:1:pos:R:3:forces:R:3:lowdin_spin:R:1
H 5.6547 -0.7282 -1.2263 -0.007 0.340 0.086 0.00
C -2.5169 -0.0932 -1.7327 0.420 -0.307 -0.031 0.00
H -4.5258 -1.6142 2.5968 0.188 0.250 -0.147 0.00
Pt -0.0116 0.2460 0.1281 0.658 -2.263 -1.685 0.50
H 3.1533 0.9111 2.3502 0.107 -0.144 0.039 0.00
C 1.2825 3.6910 -6.0501 -0.127 0.646 -0.047 0.26
H -3.4093 3.4872 1.7348 0.172 -0.298 0.068 0.00
H -3.1275 -0.5473 2.8372 -0.255 -0.003 -0.084 0.00
H 1.3994 4.3883 -6.8861 -0.035 -0.302 0.268 0.01
H 3.9771 -2.7995 0.2317 0.085 0.040 0.121 0.00
C -2.7508 -2.4215 0.8152 0.320 -0.084 0.046 0.00
N -0.3567 -1.1481 -1.4053 0.431 0.540 -0.587 0.13
C -1.0825 0.0038 4.4695 -0.051 -0.397 0.245 0.00
C -3.0112 2.4615 1.6970 -0.154 -0.007 0.071 0.00
C -1.6612 -2.5424 7.2132 0.028 -0.233 0.200 0.00
H 2.9502 0.3496 -3.3336 0.179 -0.074 0.024 0.02
H 1.4222 0.3319 -5.3275 0.007 0.309 -0.042 0.00
H -4.9110 3.0261 -0.2055 0.129 -0.239 -0.024 0.00
C -0.6336 -2.0672 3.5906 -0.136 -0.068 0.614 0.00
C 3.9920 0.6771 -1.4118 -0.260 0.695 -0.003 0.03
H -2.4160 -2.7501 -0.1755 -0.086 -0.003 0.144 0.00
H 5.3077 -1.6386 0.4423 -0.285 -0.128 0.182 0.00
C 1.0450 1.9190 -3.9045 -0.416 -0.240 1.147 0.32
C 1.3095 1.4076 -5.1897 0.190 0.513 -1.433 0.05
H -2.7086 -2.1402 -3.5749 0.223 -0.016 -0.071 0.01
C 2.0381 -1.3055 -1.6255 0.232 -2.742 0.738 0.44
O 0.4686 1.9107 2.5726 -0.573 -2.424 -3.272 0.01
H 2.8541 -1.9247 -2.0157 -0.282 0.293 -0.134 0.01
H 1.4298 -0.9281 2.2564 0.157 -0.215 0.113 0.01
C 4.3905 -2.0263 0.8896 0.314 -0.091 -0.217 0.01
H 2.6594 -1.9792 2.9825 -0.106 0.112 -0.291 0.00
C -0.9151 -2.7018 4.8040 0.069 0.517 -0.611 0.00
H 4.3344 -0.7242 -3.0645 -0.048 0.332 0.030 0.00
H 1.6328 1.9348 -7.2593 -0.015 0.065 0.254 0.00
H -5.3250 -0.4304 -0.3556 0.092 -0.311 0.030 0.00
H 1.3852 -3.4702 -3.1270 -0.376 0.209 -0.023 0.00
C 3.3461 -0.9534 1.2082 -0.144 -0.165 0.087 0.06
C 1.4278 2.3062 -6.2560 0.042 -1.963 0.608 0.09
H -1.1330 1.0812 4.3125 -0.011 -0.184 0.090 0.00
C -3.9849 -0.7476 2.1840 -0.076 0.048 0.227 0.00
C 5.4258 0.3205 -1.0003 0.197 -0.200 0.386 0.01
H -2.3319 2.7472 -1.7015 -0.039 0.132 0.215 0.00
H -4.6782 0.1035 2.2115 0.193 -0.266 -0.041 0.00
H -1.9813 2.4793 2.0711 -0.222 0.084 -0.036 0.00
H 0.8037 5.2504 -4.6076 0.136 -0.391 -0.169 0.00
H -3.4137 -3.2015 1.2201 0.177 0.240 -0.145 0.00
H -0.8740 -3.7723 -4.1699 0.009 0.126 0.163 0.00
H -1.6674 0.1277 6.5244 0.036 -0.245 -0.082 0.00
H -2.2678 0.8339 -2.2731 0.218 -0.348 0.119 0.00
N 0.5675 1.2858 -1.5754 -1.070 2.014 0.893 0.66
C -2.2574 2.9637 -0.6284 0.059 -0.132 0.003 0.00
C -1.3832 -0.5454 5.7177 0.136 0.489 -0.684 0.00
H -2.7144 -2.3719 7.4698 0.210 0.021 -0.114 0.00
H 6.1099 0.9273 -1.6162 -0.358 -0.095 0.118 0.00
H 4.4222 -0.1904 2.9293 -0.202 0.027 -0.242 0.00
H 4.5293 2.7530 -1.6993 -0.172 -0.120 0.144 0.00
C 0.9655 4.1819 -4.7767 -0.261 -0.025 1.472 0.04
H -1.8825 -2.3452 1.4760 -0.173 -0.038 -0.156 0.00
C 0.2664 1.2233 1.6574 0.799 3.988 4.879 0.04
P 2.5385 -0.1725 -0.3742 0.796 -0.364 0.648 0.15
H 3.7435 2.4377 -0.1379 0.061 -0.021 -0.221 0.00
H -1.1956 2.9520 -0.3533 -0.176 0.074 -0.025 0.00
C 0.5310 -2.8480 -2.8470 0.839 0.417 0.142 0.14
H 2.7762 2.4858 -1.6213 0.244 0.011 0.124 0.00
H -5.1912 1.4027 0.4262 0.177 0.208 -0.203 0.00
H 5.6703 0.5371 0.0408 0.045 -0.091 -0.320 0.00
C -3.0848 1.9877 0.2345 0.239 0.093 0.300 0.00
C 0.8475 3.2949 -3.7075 0.003 2.507 -0.953 0.13
H -4.6532 1.6334 -1.2699 -0.025 0.099 0.264 0.00
C 3.9356 0.2116 2.0284 -0.048 0.253 -0.206 0.01
H -3.6182 1.8403 2.3662 0.215 0.245 -0.163 0.00
H -0.3205 -2.6756 2.7410 -0.011 0.223 0.156 0.00
C 0.7556 -1.7944 -1.9202 -0.483 -0.198 0.079 0.03
P -2.3690 0.2550 0.0870 -1.729 0.359 -0.959 0.00
C 3.7374 2.1722 -1.2040 0.230 0.433 -0.080 0.00
H 4.6837 -2.5153 1.8321 -0.179 0.149 -0.243 0.00
H -1.0576 -2.1161 8.0236 -0.107 -0.047 -0.186 0.00
H 1.8207 -2.4908 1.4984 0.071 0.073 0.076 0.00
H -0.8252 -3.7823 4.8710 -0.031 0.168 0.078 0.00
C -1.7332 -2.1053 -3.0995 0.079 -0.090 0.215 0.14
N -0.7248 -0.7389 3.4109 0.139 -0.245 0.015 0.06
H -3.5253 -0.3633 -2.0603 0.200 0.056 0.309 0.00
C -4.7638 -1.3420 -0.1281 -0.106 0.274 -0.308 0.00
C 2.2429 -1.6265 2.0264 -0.247 0.150 -0.159 0.01
C -0.7084 -2.9961 -3.4257 -0.502 -0.127 -0.170 0.01
H -4.5053 -1.8422 -1.0699 -0.078 0.057 0.241 0.00
H -2.6400 3.9819 -0.4610 0.079 -0.328 -0.053 0.00
H -1.4891 -3.6202 7.1877 -0.042 0.118 0.084 0.00
C -1.3122 -1.9254 5.8942 -0.105 -0.063 0.204 0.00
C -1.5189 -1.1735 -2.0817 0.006 0.206 0.093 0.04
C -3.5287 -1.1009 0.7613 0.094 -0.331 0.602 0.00
H -5.4474 -2.0156 0.4111 0.308 0.192 -0.052 0.00
H 4.6888 0.7936 1.4849 -0.276 -0.208 0.284 0.00
H 0.6171 3.6658 -2.7067 0.047 -0.164 -0.292 0.00
C 3.9472 0.2907 -2.8974 -0.151 -0.067 -0.240 0.03
H 4.5980 0.9857 -3.4523 -0.147 -0.182 0.251 0.00
C 1.0031 1.1045 -2.6899 0.529 -1.157 -2.753 0.49
C -4.5431 1.9900 -0.2360 -0.233 0.049 -0.032 0.00
```
Positions in Å, forces in eV/Å.

Results
* E_HOMO (alpha / beta): -14.7 / -16.3 eV
* energy above the lowest of the compared OMol25 structures with the same formula, charge and spin: 152.62 kJ/mol
* energy: -2482.69323 Ha
* multiplicity: 5
* charge: +3

Entry 2:
Below is one molecule with the formula CHF2NO2S in a non-equilibrium geometry, with properties calculated with the ωB97M-V functional and the def2-TZVPD basis.

Structure (XYZ):
```
8
Properties=species:S:1:pos:R:3:forces:R:3:nbo_charge:R:1
C -0.4260 0.1626 0.1513 -2.486 1.153 -3.764 1.10
O -1.6008 -0.4068 0.4967 -2.934 -0.170 -1.158 -0.72
O 0.4802 -0.2446 0.9842 1.569 -0.508 0.957 -0.73
F -0.1984 -0.1519 -1.2318 0.162 -0.173 1.532 -0.38
H -2.4206 -0.4190 -0.1854 3.493 0.612 1.907 0.52
N 2.4908 -0.0119 -0.7796 0.893 0.467 -1.366 -0.65
S 2.1581 -0.4859 0.5097 -0.681 -0.267 1.189 1.20
F -0.4834 1.5575 0.0548 -0.015 -1.113 0.704 -0.36
```
Positions in Å, forces in eV/Å.

Results
* E_HOMO: -11.3 eV
* energy above the lowest of the compared OMol25 structures with the same formula, charge and spin: 128.77 kJ/mol
* energy: -841.79590 Ha
* charge: 0

Entry 3:
Below is one molecule with the formula C2HClF3N in a non-equilibrium geometry, with properties calculated with the ωB97M-V functional and the def2-TZVPD basis.

Structure (XYZ):
```
8
Properties=species:S:1:pos:R:3:forces:R:3:nbo_charge:R:1
F -1.6343 -0.4833 -0.7249 -0.298 -1.893 -1.469 -0.30
C 1.1892 -0.5547 0.1241 -3.752 0.059 2.590 0.08
C -0.9537 0.4690 -0.1792 -0.111 1.956 1.440 1.06
N 0.4565 0.4072 -0.3084 0.892 -1.925 0.018 -0.51
H 0.9723 -1.3773 0.9555 -0.447 1.634 -1.984 0.20
Cl 2.7747 -0.6287 -0.2109 2.729 0.075 -0.867 0.12
F -1.4560 0.5442 1.0764 0.862 -0.163 0.807 -0.34
F -1.3488 1.6235 -0.7325 0.126 0.256 -0.535 -0.32
```
Positions in Å, forces in eV/Å.

Results
* E_HOMO: -11.4 eV
* energy above the lowest of the compared OMol25 structures with the same formula, charge and spin: 40.15 kJ/mol
* energy: -891.33778 Ha
* SMILES string: FC(F)(F)/N=C/Cl
* charge: 0